*1*
Density functional theory data (ωB97M-V/def2-TZVPD) for C61H51FeN5P2SSi as an isolated structure.

Geometry (Å):
Fe1 0.329 -0.540 0.337
S1 1.728 0.223 -2.728
P1 0.108 -2.781 0.238
P2 -1.546 1.597 0.868
Si1 -0.308 -0.958 2.518
N1 -2.630 -0.416 -0.338
N2 0.567 -0.255 -1.752
N3 1.453 3.595 6.154
N4 2.537 2.354 4.432
N5 2.290 -0.167 0.908
C1 -0.615 2.157 -5.391
C2 3.063 -0.804 -4.880
C3 -4.144 -3.837 -2.226
C4 -2.028 1.391 2.590
C5 -3.182 2.236 4.525
C6 2.779 0.884 1.578
C7 -1.291 -2.576 2.529
C8 -4.199 -3.727 -0.842
C9 -1.480 -0.204 0.107
C10 -0.058 3.432 -5.392
C11 4.764 2.418 2.224
C12 1.369 -2.235 -3.904
C13 -2.153 -3.008 3.535
C14 3.149 -0.877 0.157
C15 1.840 3.695 -0.122
C16 4.469 -0.543 -0.023
C17 3.318 4.521 5.006
C18 1.625 2.524 5.385
C19 4.123 1.266 1.527
C20 -2.712 -4.279 3.505
C21 0.391 -4.120 -0.948
C22 -1.458 0.342 3.325
C23 -0.032 3.643 1.922
C24 2.077 -1.050 -3.931
C25 -3.551 -2.823 -2.966
C26 -2.520 3.403 -1.011
C27 -1.555 -4.742 1.449
C28 -2.883 2.327 3.178
C29 1.919 4.615 0.910
C30 3.384 3.368 4.234
C31 1.893 -5.778 -1.856
C32 -2.403 -5.148 2.464
C33 -1.780 0.290 4.686
C34 -0.056 1.156 -4.616
C35 2.622 -2.971 -5.821
C36 0.973 4.593 1.927
C37 -3.516 3.941 -1.810
C38 0.859 -6.299 -2.620
C39 -0.121 2.721 0.876
C40 1.060 3.710 -4.622
C41 -3.021 -1.711 -2.328
C42 1.061 -1.269 3.773
C43 1.646 -3.201 -4.867
C44 4.470 3.269 3.221
C45 -4.175 2.121 0.181
C46 1.056 1.450 -3.834
C47 -3.676 -2.618 -0.196
C48 2.314 4.591 5.956
C49 1.622 2.712 -3.834
C50 -2.621 1.216 5.282
C51 -1.011 -3.457 1.474
C52 -4.839 3.574 -1.612
C53 -5.168 2.667 -0.614
C54 3.334 -1.774 -5.827
C55 -3.076 -1.607 -0.939
C56 0.817 2.757 -0.149
C57 -0.638 -4.638 -1.736
C58 -2.844 2.500 0.000
C59 1.661 -4.692 -1.023
C60 -0.406 -5.726 -2.564
C61 4.957 0.553 0.672
H1 0.653 -1.608 4.728
H2 -1.350 -0.490 5.303
H3 -6.198 2.377 -0.461
H4 1.038 -7.154 -3.259
H5 4.096 -1.599 -6.573
H6 -3.840 2.962 4.985
H7 -3.258 4.652 -2.583
H8 -4.661 -4.510 -0.254
H9 2.463 -4.304 -0.406
H10 1.694 -0.400 3.961
H11 -0.744 3.622 2.736
H12 2.196 5.472 6.577
H13 1.499 4.698 -4.635
H14 -4.437 1.402 0.946
H15 -2.606 -0.889 -2.900
H16 2.834 -3.724 -6.568
H17 5.097 -1.129 -0.677
H18 -5.616 3.994 -2.237
H19 2.712 5.350 0.924
H20 -3.377 -4.598 4.297
H21 -1.628 -4.202 -1.679
H22 1.096 -4.131 -4.857
H23 2.075 1.424 2.188
H24 5.727 2.629 1.769
H25 2.578 3.710 -0.911
H26 -1.214 -6.131 -3.158
H27 -3.727 -2.527 0.881
H28 -1.492 3.705 -1.170
H29 3.606 0.133 -4.885
H30 1.023 5.309 2.732
H31 1.693 -2.072 3.386
H32 2.734 -1.758 -0.317
H33 -3.516 -2.887 -4.046
H34 -1.337 -5.419 0.633
H35 -2.836 1.148 6.340
H36 4.019 5.332 4.870
H37 -0.496 4.209 -6.004
H38 -4.561 -4.703 -2.721
H39 -0.263 -0.522 -2.277
H40 -2.407 -2.345 4.353
H41 2.500 2.912 -3.237
H42 0.947 1.697 5.547
H43 0.615 -2.408 -3.146
H44 -2.829 -6.142 2.442
H45 2.877 -6.225 -1.896
H46 -1.479 1.942 -6.004
H47 -0.473 0.156 -4.629
H48 0.739 2.050 -0.964
H49 5.994 0.847 0.567
H50 -3.313 3.125 2.586
H51 5.222 4.036 3.377

Summary:
Charge = +1
Kohn-Sham gap (alpha / beta) = 6.5087 / 6.8468 eV
E_HOMO (alpha / beta) = -9.0142 / -9.6405 eV
⟨S²⟩ = 1.09
Multiplicity = 2

=====

*2*
Density functional theory data (ωB97M-V/def2-TZVPD) for C61H51FeN5P2SSi as an isolated structure.

Geometry (Å):
Fe1 -0.662 0.457 0.030
S1 1.170 -3.786 -2.261
P1 -0.575 0.519 2.297
P2 0.556 2.299 -0.291
Si1 -2.339 1.946 0.271
N1 -2.121 -0.943 -0.324
N2 0.453 -1.140 -5.878
N3 2.615 0.236 -0.475
N4 -1.170 -1.219 -4.127
N5 0.526 -0.629 -1.248
C1 5.328 -2.506 -0.887
C2 1.308 0.271 -0.772
C3 0.242 5.164 0.316
C4 -0.537 -1.267 -6.759
C5 -0.444 -3.251 3.986
C6 -0.122 2.984 3.498
C7 0.806 -3.690 3.580
C8 -4.279 -2.500 -1.047
C9 -1.643 3.673 0.548
C10 -3.610 -1.768 -2.014
C11 -4.116 -1.788 -3.409
C12 -3.557 -1.560 -4.591
C13 0.397 1.705 3.291
C14 0.853 -6.336 -1.289
C15 -2.747 -1.704 0.588
C16 -1.865 -1.371 -6.374
C17 3.974 3.472 1.764
C18 -2.548 -0.989 -1.587
C19 4.434 1.407 0.623
C20 0.847 2.699 -2.055
C21 -1.858 6.009 1.142
C22 4.804 -2.111 -2.112
C23 -0.184 -4.570 -0.009
C24 0.381 -7.269 -0.377
C25 -0.884 -1.976 3.650
C26 0.069 -1.117 -4.605
C27 3.546 -2.544 -2.506
C28 -2.272 0.866 2.873
C29 3.113 1.361 0.206
C30 -0.374 -6.857 0.714
C31 1.824 3.583 4.780
C32 -3.832 -2.488 0.266
C33 0.152 2.053 -3.076
C34 -4.009 0.950 4.537
C35 2.658 3.421 1.325
C36 3.313 -3.768 -0.444
C37 0.577 -4.985 -1.099
C38 -0.530 6.217 0.776
C39 2.794 -3.374 -1.671
C40 1.637 1.378 3.837
C41 1.993 4.025 -3.715
C42 -0.295 3.874 0.244
C43 1.292 3.382 -4.724
C44 4.867 2.480 1.387
C45 -3.124 1.429 1.918
C46 -0.075 -1.126 2.899
C47 2.344 2.313 4.581
C48 0.372 2.393 -4.402
C49 2.211 2.396 0.499
C50 -0.661 -5.511 0.896
C51 -4.442 1.710 2.293
C52 4.581 -3.338 -0.064
C53 -2.417 4.750 0.997
C54 1.774 3.683 -2.387
C55 0.590 3.917 4.237
C56 1.168 -1.593 2.462
C57 -2.145 -1.358 -5.020
C58 1.614 -2.856 2.818
C59 -3.674 2.071 -1.030
C60 -2.698 0.669 4.187
C61 -4.887 1.454 3.583
H1 -5.913 1.667 3.855
H2 2.717 4.793 -3.959
H3 -4.319 -3.077 1.032
H4 -2.005 0.314 4.942
H5 5.383 -1.478 -2.775
H6 -1.252 -5.188 1.743
H7 0.171 4.903 4.394
H8 0.853 -0.989 -3.863
H9 1.260 5.364 0.007
H10 -0.099 7.208 0.845
H11 3.147 -2.250 -3.472
H12 -2.453 6.832 1.518
H13 0.897 -1.540 -1.515
H14 2.740 -4.413 0.209
H15 -0.169 1.879 -5.188
H16 2.346 4.176 -1.610
H17 6.315 -2.182 -0.584
H18 -0.562 1.274 -2.836
H19 4.296 4.285 2.401
H20 1.964 4.177 1.663
H21 5.901 2.530 1.700
H22 -3.239 2.140 -2.032
H23 -4.346 0.780 5.551
H24 -5.165 -2.067 -3.465
H25 1.146 -4.683 3.845
H26 1.790 -0.966 1.831
H27 0.599 -8.319 -0.521
H28 -0.395 -3.513 0.125
H29 4.990 -3.664 0.885
H30 1.435 -6.648 -2.147
H31 -5.141 -3.095 -1.328
H32 -3.464 4.600 1.244
H33 -0.741 -7.588 1.423
H34 -1.090 3.254 3.097
H35 3.212 -0.560 -0.680
H36 -2.358 -1.681 1.595
H37 -5.126 2.144 1.572
H38 3.300 2.042 5.009
H39 -1.861 -1.650 3.982
H40 1.464 3.649 -5.759
H41 2.588 -3.190 2.494
H42 2.055 0.390 3.704
H43 -4.351 1.213 -1.005
H44 -4.264 2.979 -0.865
H45 -2.654 -1.473 -7.107
H46 -1.996 -0.393 -2.296
H47 -4.241 -1.636 -5.430
H48 -0.254 -1.289 -7.806
H49 5.110 0.600 0.362
H50 2.374 4.309 5.365
H51 -1.082 -3.899 4.575

Summary:
Charge = +1
Kohn-Sham gap (alpha / beta) = 6.8753 / 7.9340 eV
E_HOMO (alpha / beta) = -9.3515 / -10.3896 eV
⟨S²⟩ = 0.79
Multiplicity = 2

=====

Stability summary: most stable *2*, least stable *1*.

=====

*1*
Density functional theory data (ωB97M-V/def2-TZVPD) for one molecule with the formula BH4NO.

Geometry (Å):
O1 -0.114 1.254 0.813
N1 0.751 -1.061 -0.215
B1 -0.461 0.160 0.136
H1 0.379 -1.460 -1.068
H2 1.708 -0.670 -0.399
H3 -0.720 1.908 0.842
H4 -1.542 -0.130 -0.108

Summary:
Charge = 0
Kohn-Sham gap = 10.1842 eV
E_HOMO = -9.6372 eV
Structure (SMILES) = NBO

=====

*2*
Density functional theory data (ωB97M-V/def2-TZVPD) for one molecule with the formula BH4NO.

Geometry (Å):
O1 1.355 -0.451 -0.328
N1 -1.332 -0.245 -0.296
B1 0.447 0.371 0.004
H1 -1.419 -1.266 0.036
H2 2.163 -0.053 -0.263
H3 0.646 1.478 0.328
H4 -1.860 0.166 0.519

Summary:
Charge = 0
Kohn-Sham gap = 9.8764 eV
E_HOMO = -9.4094 eV
Structure (SMILES) = NBO

=====

Stability summary: most stable *1*, least stable *2*.

=====

*1*
Density functional theory data (ωB97M-V/def2-TZVPD) for one molecule with the formula C15H19NO4.

Geometry (Å):
O1 -1.894 -2.306 -2.849
O2 3.273 3.036 1.606
O3 -0.651 -2.008 -0.962
O4 -1.707 0.171 1.910
N1 -1.262 0.751 -0.225
C1 -0.894 0.445 1.048
C2 2.624 4.230 1.241
C3 -0.845 -3.394 -1.106
C4 -1.230 -3.523 -2.582
C5 0.567 0.547 1.350
C6 1.208 1.780 1.283
C7 3.242 0.739 2.032
C8 -0.346 0.788 -1.344
C9 -2.643 0.544 -0.604
C10 1.255 -0.582 1.767
C11 -1.541 -1.360 -1.848
C12 2.597 -0.479 2.097
C13 -2.824 -0.884 -1.133
C14 -0.815 -0.155 -2.462
C15 2.549 1.883 1.630
H1 3.380 5.011 1.317
H2 -1.507 0.337 -3.144
H3 0.640 2.643 0.970
H4 -1.914 -4.348 -2.787
H5 2.252 4.188 0.212
H6 0.041 -0.507 -3.036
H7 -2.904 1.283 -1.366
H8 3.143 -1.355 2.415
H9 -3.652 -0.940 -1.839
H10 -0.281 1.813 -1.732
H11 0.641 0.482 -0.996
H12 0.085 -3.898 -0.844
H13 -1.657 -3.745 -0.455
H14 0.739 -1.527 1.820
H15 4.283 0.838 2.292
H16 -3.022 -1.562 -0.303
H17 1.796 4.461 1.918
H18 -0.339 -3.611 -3.218
H19 -3.261 0.703 0.281

Summary:
Charge = 0
Kohn-Sham gap = 9.2814 eV
E_HOMO = -8.5482 eV
Structure (SMILES) = COc1cccc(C(=O)N2CCC3(CC2)OCCO3)c1

=====

*2*
Density functional theory data (ωB97M-V/def2-TZVPD) for one molecule with the formula C15H19NO4.

Geometry (Å):
O1 -3.490 -0.931 -1.309
O2 3.480 2.996 0.509
O3 -0.792 2.121 1.403
O4 5.239 1.678 0.152
N1 -1.572 1.016 -0.381
C1 -1.431 0.344 -1.661
C2 -2.852 0.821 0.275
C3 -3.306 -0.617 0.064
C4 -0.576 1.619 0.317
C5 1.702 0.716 0.616
C6 -0.353 -2.169 1.956
C7 0.303 -0.955 1.856
C8 3.923 1.904 0.282
C9 1.148 -1.585 -0.289
C10 -2.810 -0.060 -2.181
C11 0.821 1.612 -0.278
C12 1.059 -0.645 0.732
C13 -0.258 -3.098 0.933
C14 0.497 -2.803 -0.188
C15 3.138 0.631 0.090
H1 -3.598 1.520 -0.119
H2 -0.941 -2.391 2.835
H3 0.217 -0.230 2.652
H4 -2.554 -1.298 0.489
H5 -0.811 -0.556 -1.555
H6 3.149 0.415 -0.981
H7 1.723 1.177 1.608
H8 -0.972 1.014 -2.394
H9 -0.771 -4.045 1.008
H10 5.737 2.503 0.266
H11 -2.706 -0.602 -3.124
H12 -3.410 0.844 -2.368
H13 -4.263 -0.796 0.561
H14 1.213 2.629 -0.236
H15 3.680 -0.174 0.591
H16 1.728 -1.370 -1.175
H17 -2.711 1.029 1.337
H18 0.577 -3.521 -0.991
H19 0.842 1.255 -1.304

Summary:
Charge = 0
Kohn-Sham gap = 9.7032 eV
E_HOMO = -9.0866 eV
Structure (SMILES) = O=C(O)C[C@@H](CC(=O)N1CCOCC1)c1ccccc1

=====

*3*
Density functional theory data (ωB97M-V/def2-TZVPD) for a 2-piece molecular cluster, C15H19NO4 overall.

Geometry (Å):
O1 3.169 -0.193 -0.370
O2 1.980 1.673 -0.672
O3 2.101 -2.219 0.172
O4 -0.079 -2.221 0.583
N1 -0.932 2.847 2.234
C1 -4.048 -0.458 -0.064
C2 -1.730 -0.405 -0.825
C3 0.854 -1.675 0.038
C4 -3.173 -2.288 -1.402
C5 -2.823 0.197 -0.157
C6 3.109 -1.978 -2.039
C7 -1.934 -1.657 -1.464
C8 -4.229 -1.703 -0.684
C9 -2.163 3.533 1.961
C10 -0.441 0.258 -0.843
C11 0.303 3.550 2.019
C12 1.988 0.460 -0.613
C13 4.469 -2.146 0.080
C14 3.185 -1.621 -0.568
C15 0.760 -0.370 -0.678
H1 -0.942 2.235 3.041
H2 4.480 -1.877 1.141
H3 -4.863 0.002 0.498
H4 5.345 -1.709 -0.406
H5 -3.307 -3.251 -1.897
H6 -2.161 3.835 0.902
H7 2.194 -1.592 -2.500
H8 3.980 -1.553 -2.552
H9 0.364 3.834 0.958
H10 -2.652 1.167 0.322
H11 1.140 2.879 2.248
H12 -3.000 2.842 2.129
H13 4.519 -3.235 -0.008
H14 -5.189 -2.215 -0.612
H15 -2.322 4.439 2.573
H16 -0.386 1.329 -1.016
H17 3.138 -3.068 -2.146
H18 -1.105 -2.115 -2.008
H19 0.401 4.468 2.628

Summary:
Charge = 0
Kohn-Sham gap = 7.6574 eV
E_HOMO = -8.3689 eV
Structure (SMILES) = CC1(C)OC(=O)C(=Cc2ccccc2)C(=O)O1.CNC

=====

Stability summary: most stable *2*, least stable *3*.

=====

*1*
Density functional theory data (ωB97M-V/def2-TZVPD) for an isolated ion of composition C5H11N2O2S and charge +1.

Geometry (Å):
S1 1.598 -1.199 0.486
O1 -0.457 -1.880 -1.174
O2 -0.376 0.434 1.577
N1 3.194 0.714 0.030
N2 1.100 1.252 -0.823
C1 -0.312 -1.507 0.132
C2 -0.819 -0.029 0.377
C3 -0.331 0.899 -0.787
C4 1.927 0.360 -0.233
C5 -2.320 -0.080 0.316
H1 -0.686 0.631 -1.802
H2 3.849 0.189 0.572
H3 -0.980 1.730 -0.709
H4 -2.831 0.951 0.573
H5 -2.743 -0.589 1.105
H6 -0.896 0.086 2.370
H7 3.688 1.307 -0.656
H8 1.466 2.174 -0.672
H9 -0.689 -2.774 -1.128
H10 -0.524 -2.077 1.019
H11 -2.858 -0.591 -0.573

Summary:
Charge = +1
Kohn-Sham gap = 10.2811 eV
E_HOMO = -13.6277 eV

=====

*2*
Density functional theory data (ωB97M-V/def2-TZVPD) for an isolated ion of composition C5H11N2O2S and charge +1.

Geometry (Å):
S1 -1.155 2.758 0.323
O1 -2.263 1.415 -2.122
O2 -1.376 -0.551 -1.552
N1 0.999 -0.429 0.162
N2 -1.571 0.773 -1.303
C1 -0.855 1.218 -0.313
C2 -0.796 -0.204 1.959
C3 1.831 -1.552 0.705
C4 -0.027 0.029 0.731
C5 1.450 0.069 -1.097
H1 -2.018 3.206 -0.661
H2 2.504 -2.001 0.008
H3 -0.478 0.279 2.931
H4 1.188 -2.366 0.998
H5 0.976 -0.617 -1.885
H6 -1.979 -0.806 -2.219
H7 -0.827 -1.255 2.256
H8 2.444 -1.358 1.602
H9 2.633 0.214 -1.026
H10 1.143 1.056 -1.275
H11 -1.825 0.125 1.778

Summary:
Charge = +1
Kohn-Sham gap = 7.7135 eV
E_HOMO = -12.1526 eV
Structure (SMILES) = C/C(=C(\S)[N+](=O)O)N(C)C

=====

Stability summary: most stable *1*, least stable *2*.

=====

*1*
Density functional theory data (ωB97M-V/def2-TZVPD) for one molecule with the formula C4H11PSi.

Geometry (Å):
P1 2.098 0.032 -0.709
Si1 -0.172 0.113 -0.319
C1 -0.297 0.433 1.537
C2 -0.981 -1.531 -0.668
C3 -0.962 1.405 -1.470
C4 2.642 -0.387 0.899
H1 -1.407 2.289 -0.966
H2 -1.393 0.725 1.587
H3 -0.051 1.950 -2.056
H4 -1.106 -2.035 0.240
H5 1.755 -0.586 1.517
H6 -1.650 1.064 -2.182
H7 -0.223 -0.451 2.113
H8 3.682 -0.570 1.188
H9 -1.956 -1.569 -1.224
H10 0.344 1.360 1.752
H11 -0.322 -2.242 -1.242

Summary:
Charge = 0
Kohn-Sham gap = 8.6419 eV
E_HOMO = -8.6250 eV
Structure (SMILES) = C=P[Si](C)(C)C

=====

*2*
Density functional theory data (ωB97M-V/def2-TZVPD) for a 2-piece molecular cluster, C4H11PSi overall.

Geometry (Å):
P1 2.341 2.124 -1.614
Si1 -0.184 -0.132 0.203
C1 -0.091 -1.710 1.331
C2 -0.496 -0.507 -1.654
C3 2.647 0.884 -0.622
C4 -1.453 1.274 0.656
H1 -2.530 0.750 0.613
H2 3.573 2.756 -1.788
H3 -1.456 2.173 -0.029
H4 -0.025 0.316 -2.345
H5 -0.182 -2.486 0.504
H6 3.365 0.374 0.029
H7 -1.353 1.631 1.817
H8 -0.888 -1.756 1.914
H9 0.923 -1.768 1.947
H10 -0.139 -1.539 -2.035
H11 -1.593 -0.481 -1.780

Summary:
Charge = 0
Kohn-Sham gap (alpha / beta) = 6.9007 / 7.3250 eV
E_HOMO (alpha / beta) = -7.0764 / -7.4426 eV

=====

Stability summary: most stable *1*, least stable *2*.

=====

*1*
Density functional theory data (ωB97M-V/def2-TZVPD) for a 4-piece molecular cluster, C3H13NO5 overall.

Geometry (Å):
O1 -2.942 -0.229 -0.102
O2 1.880 -1.393 -1.570
O3 0.782 1.715 2.585
O4 0.037 -2.286 -0.770
O5 -1.155 -0.380 2.937
N1 0.987 1.268 -0.786
C1 0.274 0.083 -0.313
C2 0.256 1.947 -1.925
C3 0.713 -1.319 -0.890
H1 -0.733 2.275 -1.698
H2 0.564 0.004 0.884
H3 0.778 2.738 2.369
H4 0.849 1.176 1.796
H5 0.228 1.256 -2.780
H6 -2.942 -0.266 0.816
H7 -2.011 -0.463 2.716
H8 1.480 -1.863 -2.396
H9 -0.745 0.038 -0.444
H10 0.912 2.774 -2.385
H11 -0.486 -0.032 2.384
H12 -3.102 -1.096 -0.553
H13 2.014 0.906 -1.085

Summary:
Charge = 0
Kohn-Sham gap = 9.6651 eV
E_HOMO = -9.3680 eV
Structure (SMILES) = CNCC(=O)O.O.O.O

=====

*2*
Density functional theory data (ωB97M-V/def2-TZVPD) for a 4-piece molecular cluster, C3H13NO5 overall.

Geometry (Å):
O1 -1.487 1.035 -1.849
O2 -1.936 -0.124 -0.019
O3 0.150 -1.553 2.143
O4 -0.774 -2.563 -0.601
O5 1.855 -1.877 -0.628
N1 -0.281 2.845 -0.184
C1 1.191 0.809 -0.011
C2 -0.171 1.463 0.173
C3 -1.276 0.727 -0.557
H1 1.980 1.569 0.227
H2 0.363 3.480 0.256
H3 -0.634 -1.241 2.698
H4 -0.574 -2.378 0.251
H5 0.802 -1.613 2.759
H6 1.405 -1.715 0.273
H7 1.079 -2.230 -1.056
H8 -1.270 -1.808 -0.895
H9 1.293 0.312 -1.036
H10 -0.374 1.279 1.221
H11 1.194 -0.224 0.359
H12 -2.243 0.757 -2.324
H13 -0.292 3.051 -1.197

Summary:
Charge = 0
Kohn-Sham gap = 9.6710 eV
E_HOMO = -9.3866 eV
Structure (SMILES) = C[C@@H](N)C(=O)O.O.O.O

=====

Stability summary: most stable *2*, least stable *1*.